Formula: C36H35AsN2PS6SbV
Source: OMol25
Level of theory: ωB97M-V with the def2-TZVPD basis set

LUMO level (alpha / beta)   3.1 / 3.3 eV
Orbital gap (alpha / beta)   2.64 / 5.84 eV
Net charge   -2
Energy above the lowest of the compared OMol25 structures with the same formula, charge and spin   220.48 kJ/mol
2S+1   4
Energy   -208244.9278 eV

CARTESIAN COORDINATES (ANGSTROEM)
V -2.26 0.89 2.33
S -0.77 0.87 6.80
As -0.58 1.96 4.91
S 0.16 0.78 3.22
S -2.66 2.37 4.18
S 0.50 3.76 4.91
S -2.51 2.65 0.36
C -1.76 1.38 -0.48
C -1.55 1.56 -1.84
C -0.76 0.64 -2.53
C -0.17 -0.42 -1.85
C -0.52 -0.59 -0.48
N -1.31 0.25 0.16
H -2.09 2.40 -2.34
H -0.56 0.82 -3.56
H 0.57 -1.18 -2.27
H -0.19 -1.41 0.12
S 4.01 -2.46 -2.57
Sb 3.77 -0.17 -2.42
C 5.77 0.58 -2.62
C 6.64 -0.17 -3.38
C 7.88 0.24 -3.57
C 8.27 1.48 -3.04
C 7.43 2.28 -2.32
C 6.14 1.81 -2.03
C 2.63 0.54 -4.07
C 2.40 1.99 -4.33
C 2.01 2.51 -5.53
C 1.58 1.61 -6.60
C 1.81 0.25 -6.32
C 2.21 -0.34 -5.19
C 3.11 0.88 -0.71
C 3.80 0.80 0.51
C 3.52 1.61 1.64
C 2.38 2.45 1.51
C 1.69 2.54 0.34
C 2.06 1.82 -0.76
H 6.23 -1.17 -3.63
H 8.76 -0.40 -4.15
H 9.30 1.86 -3.40
H 7.76 3.27 -2.00
H 5.48 2.33 -1.31
H 2.59 2.70 -3.43
H 1.79 3.54 -5.59
H 1.13 2.03 -7.44
H 1.63 -0.33 -7.21
H 2.33 -1.40 -4.99
H 4.64 0.06 0.57
H 4.08 1.59 2.59
H 2.05 2.94 2.38
H 0.90 3.21 0.31
H 1.50 1.92 -1.68
C -6.99 0.15 0.64
C -6.73 0.89 1.83
C -5.41 0.95 2.29
N -4.35 0.47 1.66
C -4.61 -0.21 0.54
C -5.91 -0.42 0.00
H -8.01 -0.03 0.35
H -7.52 1.24 2.44
H -5.12 1.51 3.22
H -3.81 -0.68 0.09
H -6.04 -0.99 -0.89
C -3.31 -1.41 5.26
P -2.28 -1.42 3.72
C -0.73 -2.37 4.32
C -3.19 -2.80 2.92
C -3.96 -3.75 3.52
C -4.47 -4.87 2.85
C -4.05 -5.04 1.54
C -3.22 -4.09 0.96
C -2.81 -2.92 1.57
H -4.38 -1.24 5.00
H -2.85 -0.59 5.75
H -3.14 -2.33 5.84
H -0.95 -3.28 4.82
H -0.34 -1.69 5.05
H -0.14 -2.48 3.46
H -4.03 -3.78 4.60
H -5.08 -5.64 3.38
H -4.43 -5.88 0.99
H -2.84 -4.38 -0.02
H -2.13 -2.07 1.16

Formula: C36H35AuIN4O2S3Si2
Source: OMol25
Level of theory: ωB97M-V with the def2-TZVPD basis set

LUMO level   1.8 eV
Orbital gap   6.57 eV
Net charge   -1
Energy above the lowest of the compared OMol25 structures with the same formula, charge and spin   200.48 kJ/mol
Energy   -108013.9188 eV

CARTESIAN COORDINATES (ANGSTROEM)
Au 0.24 -0.18 -1.55
C -1.40 1.69 -4.46
C -1.62 0.23 -4.36
C -2.55 -0.46 -5.11
C -2.70 -1.83 -4.90
C -1.93 -2.49 -3.97
C -0.98 -1.75 -3.26
N -0.86 -0.42 -3.50
N -0.16 -2.17 -2.26
Si 0.35 -3.82 -2.09
C 0.78 -4.52 -3.78
C 1.88 -3.98 -1.03
C -0.97 -4.92 -1.32
H -2.35 2.22 -4.51
H -0.83 1.93 -5.36
H -0.84 2.05 -3.60
H -3.17 0.06 -5.83
H -3.45 -2.37 -5.45
H -2.08 -3.53 -3.76
H 1.57 -3.93 -4.24
H -0.07 -4.49 -4.46
H 1.11 -5.55 -3.71
H 2.67 -3.32 -1.38
H 2.24 -5.00 -1.10
H 1.68 -3.76 0.01
H -1.79 -5.12 -2.01
H -1.38 -4.46 -0.43
H -0.54 -5.88 -1.04
C 2.54 3.27 2.52
C 1.33 2.66 2.81
C 1.01 1.45 2.21
C 1.89 0.84 1.31
C 3.10 1.47 1.04
C 3.43 2.67 1.65
Si 1.41 -0.69 0.38
C 0.43 -1.82 1.51
C -0.92 -2.13 1.36
C -1.56 -2.98 2.26
C -0.85 -3.54 3.31
C 0.50 -3.25 3.47
C 1.12 -2.40 2.57
H 2.78 4.22 2.98
H 0.62 3.13 3.47
H 0.06 0.97 2.44
H 3.80 1.02 0.34
H 4.38 3.15 1.42
H 2.67 -1.33 -0.04
H -1.49 -1.70 0.55
H -2.61 -3.20 2.13
H -1.35 -4.20 4.01
H 1.05 -3.69 4.28
H 2.17 -2.18 2.71
S -1.33 3.88 3.60
C -1.87 2.70 2.55
S -1.35 2.63 0.90
C -2.23 1.15 0.68
N -2.85 0.75 1.74
N -2.66 1.63 2.77
C -3.28 1.26 3.97
C -3.72 2.21 4.88
C -4.34 1.80 6.05
C -4.54 0.45 6.30
C -4.11 -0.49 5.37
C -3.49 -0.09 4.21
S -2.22 0.34 -0.84
H -3.57 3.27 4.68
H -4.69 2.54 6.75
H -5.02 0.14 7.22
H -4.27 -1.54 5.55
H -3.16 -0.81 3.47
I 6.05 6.74 -2.86
C 4.75 5.13 -2.55
C 4.89 3.99 -3.33
C 4.02 2.93 -3.12
C 3.02 3.01 -2.16
C 2.90 4.16 -1.39
C 3.77 5.22 -1.57
C 2.06 1.88 -1.96
O 1.02 2.10 -1.29
O 2.33 0.77 -2.46
H 5.66 3.92 -4.08
H 4.10 2.02 -3.70
H 2.13 4.21 -0.64
H 3.68 6.12 -0.97

Formula: C36H35BF5N7OTeV
Source: OMol25
Level of theory: ωB97M-V with the def2-TZVPD basis set

LUMO level   -11.3 eV
Orbital gap   4.88 eV
Net charge   +3
Energy above the lowest of the compared OMol25 structures with the same formula, charge and spin   36.12 kJ/mol
Energy   -97600.2875 eV

CARTESIAN COORDINATES (ANGSTROEM)
V -0.05 -0.18 -0.13
C -2.45 -0.18 4.63
C -1.23 -0.04 3.79
C 0.09 0.06 4.19
C 0.86 0.13 3.02
N 0.01 0.12 1.95
N -1.24 0.00 2.46
B -2.45 -0.02 1.48
N -2.30 1.23 0.57
N -1.15 1.42 -0.15
C -1.20 2.64 -0.74
C -2.42 3.22 -0.41
C -3.08 2.32 0.43
C -4.40 2.47 1.10
C -0.11 3.14 -1.57
C -0.39 3.81 -2.76
C 0.65 4.28 -3.55
C 1.97 4.11 -3.15
C 2.25 3.46 -1.95
C 1.21 2.98 -1.17
N -2.37 -1.32 0.63
N -1.29 -1.61 -0.18
C -1.50 -2.86 -0.73
C -2.70 -3.34 -0.23
C -3.21 -2.36 0.62
C -4.47 -2.42 1.41
C -0.65 -3.50 -1.73
C 0.66 -3.08 -2.01
C 1.43 -3.75 -2.94
C 0.91 -4.84 -3.62
C -0.39 -5.26 -3.36
C -1.16 -4.60 -2.43
C 2.32 0.16 3.03
C 3.15 0.20 1.82
C 4.60 0.45 1.95
C 5.19 0.46 3.17
C 4.37 0.27 4.31
C 2.98 0.14 4.24
H -2.18 -0.17 5.69
H -3.15 0.63 4.46
H -2.96 -1.12 4.43
H 0.42 0.07 5.21
H -3.48 0.02 2.08
H -2.77 4.19 -0.70
H -4.88 3.37 0.75
H -5.05 1.62 0.88
H -4.28 2.53 2.18
H -1.42 3.94 -3.08
H 0.43 4.80 -4.47
H 2.77 4.49 -3.76
H 3.28 3.36 -1.62
H 1.43 2.53 -0.20
H -3.15 -4.29 -0.43
H -5.04 -3.30 1.13
H -4.25 -2.48 2.48
H -5.09 -1.53 1.24
H 1.09 -2.25 -1.47
H 2.44 -3.42 -3.13
H 1.52 -5.36 -4.35
H -0.80 -6.11 -3.89
H -2.17 -4.95 -2.25
H 2.70 0.71 0.98
H 5.17 0.58 1.04
H 6.25 0.60 3.28
H 4.84 0.25 5.28
H 2.45 0.05 5.17
C -0.64 0.54 -6.44
C -0.49 0.38 -4.96
C -1.60 0.19 -4.13
C -1.43 0.04 -2.78
N -0.22 0.05 -2.19
C 0.86 0.23 -2.98
C 0.76 0.41 -4.34
H -1.45 1.22 -6.68
H -0.90 -0.43 -6.88
H 0.27 0.89 -6.91
H -2.60 0.17 -4.55
H -2.29 -0.10 -2.13
H 1.83 0.24 -2.49
H 1.66 0.55 -4.92
F 3.84 -1.02 -0.58
Te 3.23 -1.86 0.97
F 3.18 -3.39 -0.02
F 5.03 -2.10 1.28
F 1.35 -2.18 1.09
F 3.12 -2.61 2.66
O 1.49 -0.26 -0.37

Formula: C36H35BaBr2N2O2P
Source: OMol25
Level of theory: ωB97M-V with the def2-TZVPD basis set

LUMO level   -0.1 eV
Orbital gap   5.85 eV
Net charge   0
Energy above the lowest of the compared OMol25 structures with the same formula, charge and spin   40.71 kJ/mol
Energy   -195045.5965 eV

CARTESIAN COORDINATES (ANGSTROEM)
Ba 1.51 -1.06 1.07
C -3.21 0.11 -3.48
C -3.63 0.12 -2.04
C -4.86 0.68 -1.71
C -5.36 0.68 -0.42
C -4.61 0.10 0.60
C -3.36 -0.43 0.30
C -2.85 -0.43 -1.00
P -1.17 -1.17 -1.09
C -0.34 -0.53 -2.60
C 0.19 0.75 -2.43
C 0.88 1.40 -3.44
C 1.07 0.74 -4.64
C 0.57 -0.54 -4.81
C -0.14 -1.21 -3.81
C -0.63 -2.60 -4.10
C -1.43 -2.94 -1.16
C -2.71 -3.49 -1.28
C -2.94 -4.84 -1.12
C -1.85 -5.66 -0.80
C -0.58 -5.14 -0.70
C -0.29 -3.77 -0.90
C 1.04 -3.25 -0.83
H -4.06 0.36 -4.12
H -2.86 -0.88 -3.77
H -2.41 0.81 -3.69
H -5.46 1.11 -2.50
H -6.32 1.12 -0.21
H -4.98 0.07 1.61
H -2.77 -0.88 1.09
H 0.08 1.25 -1.47
H 1.28 2.39 -3.27
H 1.62 1.22 -5.45
H 0.74 -1.05 -5.75
H -0.45 -2.85 -5.14
H -1.70 -2.72 -3.91
H -0.12 -3.34 -3.47
H -3.54 -2.83 -1.49
H -3.94 -5.25 -1.21
H -2.00 -6.72 -0.64
H 0.25 -5.80 -0.48
H 1.31 -2.48 -1.55
H 1.83 -3.99 -0.73
Br 2.63 3.89 -0.34
C 4.00 2.74 0.29
C 5.24 3.30 0.63
C 6.25 2.52 1.11
Br 7.91 3.32 1.56
C 6.05 1.12 1.28
C 7.04 0.25 1.77
C 6.75 -1.08 1.92
C 5.46 -1.54 1.60
N 4.51 -0.76 1.13
C 4.80 0.55 0.94
C 3.73 1.38 0.40
O 2.61 0.85 0.08
H 5.37 4.37 0.51
H 8.01 0.63 2.02
H 7.49 -1.79 2.29
H 5.21 -2.59 1.73
O -0.08 -0.09 2.88
C -0.89 0.80 3.19
C -1.15 1.16 4.63
C -0.88 2.65 5.00
C -0.51 3.56 3.83
C -1.67 3.85 2.89
C -2.46 2.59 2.54
N -1.57 1.47 2.25
H -0.52 0.50 5.22
H -2.18 0.89 4.85
H -0.07 2.67 5.73
H -1.76 3.06 5.51
H 0.32 3.11 3.27
H -0.11 4.50 4.22
H -1.29 4.32 1.98
H -2.36 4.56 3.35
H -3.10 2.73 1.67
H -3.12 2.31 3.36
H -1.43 1.17 1.30

Formula: C36H35BeN4O2P2S
Source: OMol25
Level of theory: ωB97M-V with the def2-TZVPD basis set

LUMO level   -2.6 eV
Orbital gap   7.81 eV
Net charge   +1
Energy above the lowest of the compared OMol25 structures with the same formula, charge and spin   78.69 kJ/mol
Energy   -77765.2002 eV

CARTESIAN COORDINATES (ANGSTROEM)
Be -0.95 0.00 0.99
C -1.17 -2.28 4.23
C -1.31 -1.54 2.95
N -0.59 -0.51 2.63
O 0.42 -0.17 3.52
C -2.30 -1.90 1.96
C -3.33 -2.96 2.16
N -2.17 -1.22 0.84
O -2.95 -1.38 -0.14
H -0.32 -1.90 4.79
H -1.05 -3.34 4.05
H -2.08 -2.15 4.82
H 0.89 0.56 3.10
H -3.97 -2.74 3.02
H -2.85 -3.92 2.35
H -3.94 -3.03 1.27
C 1.02 2.24 -1.45
N 0.94 0.77 -1.34
P -0.55 -0.08 -1.85
C 0.10 -1.74 -2.29
C -0.61 -2.85 -1.87
C -0.20 -4.13 -2.22
C 0.92 -4.30 -3.01
C 1.64 -3.19 -3.45
C 1.23 -1.92 -3.10
C -0.82 0.62 -3.52
C 0.20 1.04 -4.38
C -0.11 1.53 -5.64
C -1.44 1.60 -6.05
C -2.45 1.19 -5.20
C -2.15 0.71 -3.94
P 1.24 0.09 0.21
C 2.54 -1.11 -0.25
C 3.49 -0.70 -1.18
C 4.49 -1.58 -1.58
C 4.53 -2.86 -1.06
C 3.58 -3.27 -0.13
C 2.59 -2.39 0.28
C 2.18 1.34 1.17
C 3.54 1.25 1.43
C 4.17 2.19 2.23
C 3.44 3.24 2.77
C 2.08 3.33 2.55
C 1.44 2.37 1.77
H 0.70 2.55 -2.45
H 2.06 2.54 -1.32
H 0.42 2.79 -0.72
H -1.52 -2.72 -1.29
H -0.77 -4.99 -1.89
H 1.24 -5.30 -3.30
H 2.51 -3.32 -4.07
H 1.78 -1.07 -3.46
H 1.23 0.99 -4.07
H 0.68 1.85 -6.30
H -1.67 1.99 -7.03
H -3.49 1.25 -5.52
H -2.93 0.37 -3.27
H 3.45 0.30 -1.60
H 5.22 -1.26 -2.31
H 5.30 -3.55 -1.38
H 3.62 -4.27 0.28
H 1.84 -2.71 1.00
H 4.12 0.43 1.01
H 5.23 2.10 2.43
H 3.94 3.98 3.38
H 1.50 4.14 2.98
H 0.37 2.43 1.62
S -3.48 3.36 0.14
C -2.32 2.14 -0.03
N -1.91 1.54 1.06
C -2.58 2.07 2.17
C -2.43 1.71 3.52
C -3.20 2.34 4.47
C -4.10 3.36 4.13
C -4.24 3.75 2.81
C -3.48 3.09 1.85
H -1.99 1.87 -1.01
H -1.73 0.94 3.81
H -3.11 2.05 5.50
H -4.69 3.84 4.90
H -4.93 4.53 2.52

Formula: C36H35N3O2S2
Source: OMol25
Level of theory: ωB97M-V with the def2-TZVPD basis set

LUMO level   -0.8 eV
Orbital gap   8.39 eV
Net charge   0
Structure (SMILES)   NCC1=CC(=O)c2cc(CCCSC(=S)n3ccnc3)ccc2C1=O.c1ccccc1.c1ccccc1.c1ccccc1
Energy   -68134.1776 eV

CARTESIAN COORDINATES (ANGSTROEM)
N -8.28 2.75 5.20
C -8.73 1.51 4.52
C -8.17 1.55 3.12
C -7.45 0.59 2.56
C -6.92 0.78 1.17
O -6.83 -0.12 0.36
C -6.52 2.21 0.86
C -5.45 2.52 0.07
C -5.14 3.84 -0.13
C -3.93 4.27 -0.95
C -2.72 4.35 0.02
C -1.36 4.07 -0.69
S -0.28 2.99 0.29
C -1.05 1.43 0.28
S -2.26 1.05 -0.74
N -0.57 0.46 1.20
C 0.00 -0.68 0.74
C 0.37 -1.39 1.84
N -0.01 -0.67 2.93
C -0.57 0.43 2.58
C -5.91 4.83 0.44
C -6.99 4.53 1.23
C -7.28 3.21 1.43
C -8.43 2.81 2.33
O -9.46 3.44 2.40
H -7.36 2.59 5.60
H -8.93 3.02 5.92
H -8.25 0.67 5.05
H -9.81 1.41 4.56
H -7.21 -0.33 3.09
H -4.89 1.70 -0.37
H -4.11 5.23 -1.43
H -3.73 3.48 -1.68
H -2.63 5.35 0.44
H -2.85 3.66 0.85
H -0.81 5.01 -0.79
H -1.52 3.66 -1.69
H 0.08 -0.90 -0.31
H 0.86 -2.35 1.84
H -0.97 1.22 3.20
H -5.62 5.86 0.25
H -7.59 5.31 1.67
C 5.24 -2.17 0.51
C 5.83 -2.50 -0.71
C 5.18 -2.19 -1.89
C 3.94 -1.55 -1.86
C 3.36 -1.23 -0.65
C 4.01 -1.54 0.54
H 5.75 -2.41 1.44
H 6.79 -3.00 -0.73
H 5.63 -2.44 -2.84
H 3.44 -1.30 -2.79
H 2.39 -0.74 -0.62
H 3.55 -1.29 1.49
C 4.11 -6.31 -0.71
C 3.51 -5.33 0.05
C 3.30 -5.53 1.41
C 3.69 -6.72 2.00
C 4.28 -7.72 1.23
C 4.50 -7.51 -0.12
H 4.29 -6.15 -1.77
H 3.20 -4.40 -0.41
H 2.83 -4.76 2.00
H 3.52 -6.88 3.06
H 4.58 -8.65 1.69
H 4.97 -8.28 -0.72
C 7.50 0.65 -6.26
C 6.89 1.63 -5.50
C 6.68 1.43 -4.14
C 7.07 0.24 -3.55
C 7.67 -0.75 -4.31
C 7.89 -0.55 -5.67
H 7.67 0.81 -7.32
H 6.58 2.56 -5.96
H 6.21 2.20 -3.54
H 6.91 0.08 -2.49
H 7.98 -1.69 -3.85
H 8.36 -1.32 -6.27